ORCA calculation (ωB97M-V with the def2-TZVPD basis set) on a gas-phase ion, C7H10Cl2NO (charge +1) at a distorted geometry.

Last column: natural (NBO) charge in e.
Atoms and positions in Å:
C1 0.433 2.037 -1.722  -0.19
C2 -0.434 2.675 -0.826  -0.31
C3 0.488 0.697 -1.914  -0.19
C4 -1.101 2.069 0.121  0.17
C5 -0.250 -0.317 -1.092  -0.11
C6 0.790 0.304 1.060  -0.44
C7 -1.646 -1.740 1.249  -0.31
N1 -0.473 0.178 0.317  0.00
O1 -1.685 -0.341 0.749  -0.34
Cl1 -2.022 2.548 1.349  0.26
Cl2 -1.826 -0.694 -1.860  0.04
H1 1.010 2.751 -2.295  0.25
H2 -0.784 3.704 -1.078  0.29
H3 1.098 0.441 -2.752  0.26
H4 0.295 -1.317 -0.944  0.25
H5 1.041 -0.614 1.496  0.23
H6 1.514 0.726 0.369  0.26
H7 0.651 0.972 1.846  0.23
H8 -0.890 -2.002 1.956  0.20
H9 -1.753 -2.466 0.480  0.21
H10 -2.518 -1.942 1.833  0.24

Cartesian forces (eV/Å) of the 6 atoms listed first:
0.83 -1.62 -1.06
-1.96 1.19 0.38
0.43 1.72 0.19
1.68 -2.16 0.03
0.41 -1.17 0.05
-0.91 -0.12 -0.48

Output
Total charge ... +1
Relative energy (zero: lowest compared OMol25 entry of this formula, charge and spin) ... 46.3 kcal/mol
M ... 195.07 g mol⁻¹
E ... -1322.65827 Ha
Orbital gap ... 8.90 eV

ORCA calculation (ωB97M-V with the def2-TZVPD basis set) on 4 unconnected molecules or ions with the total composition C7H10Cl3N3.

Last column: natural (NBO) charge in e.
Atoms and positions in Å:
Cl1 -1.323 1.148 1.771  0.04
C1 -0.237 0.663 0.465  -0.28
Cl2 -1.112 0.140 -0.979  0.01
Cl3 0.902 -0.589 1.011  0.00
H1 0.262 1.585 0.197  0.24
C2 -2.017 -3.021 1.851  -0.73
C3 -2.998 -2.056 1.402  0.29
N1 -3.785 -1.298 1.058  -0.33
H2 -2.457 -3.572 2.681  0.26
H3 -1.096 -2.533 2.169  0.26
H4 -1.737 -3.677 1.027  0.25
C4 0.346 -3.088 -1.995  -0.73
C5 1.003 -3.054 -3.300  0.29
N2 1.528 -3.019 -4.321  -0.33
H5 0.579 -2.143 -1.506  0.26
H6 0.652 -3.926 -1.375  0.25
H7 -0.740 -3.130 -2.075  0.25
C6 2.250 5.628 0.041  -0.72
C7 1.658 4.539 0.824  0.30
N3 1.212 3.702 1.469  -0.35
H8 3.267 5.776 0.391  0.26
H9 1.640 6.514 0.216  0.26
H10 2.203 5.411 -1.023  0.26

Cartesian forces (eV/Å) of the 6 atoms listed first:
-0.02 -0.31 -0.09
-0.29 0.42 0.15
-0.04 -0.08 0.13
-0.14 0.34 -0.16
0.52 -0.26 0.05
0.27 -0.11 0.02

Output
Structure (SMILES) ... ClC(Cl)Cl.CC#N.CC#N.CC#N
Relative energy (zero: lowest compared OMol25 entry of this formula, charge and spin) ... 3.3 kcal/mol
M ... 242.54 g mol⁻¹
E ... -1817.53325 Ha
Orbital gap ... 11.49 eV

ORCA calculation (ωB97M-V with the def2-TZVPD basis set) on a single C7H10F2N2O3 molecule at a distorted geometry.

Last column: natural (NBO) charge in e.
Atoms and positions in Å:
C1 -4.295 -0.657 -0.375  -0.26
O1 -3.175 -1.012 0.346  -0.49
C2 -2.065 -0.251 0.310  1.00
O2 -1.974 0.749 -0.330  -0.58
O3 -1.209 -0.761 1.232  -0.49
C3 0.098 -0.526 1.108  0.46
C4 1.119 -0.194 1.878  -0.33
C5 2.387 -0.218 1.066  -0.25
N1 2.031 -0.217 -0.421  -0.27
C6 1.974 1.128 -0.937  -0.43
N2 0.799 -0.842 -0.507  -0.34
C7 0.868 -2.216 -0.573  0.67
F1 -0.397 -2.678 -0.967  -0.36
F2 1.183 -2.932 0.521  -0.34
H1 -4.747 0.350 -0.256  0.19
H2 -5.214 -1.274 -0.058  0.20
H3 -4.027 -0.862 -1.405  0.19
H4 1.143 0.178 2.847  0.24
H5 3.066 0.750 1.323  0.22
H6 2.916 -1.224 1.231  0.23
H7 1.091 1.659 -0.673  0.20
H8 2.922 1.601 -0.756  0.21
H9 1.750 1.152 -2.058  0.21
H10 1.652 -2.527 -1.455  0.14

Cartesian forces (eV/Å) of the 6 atoms listed first:
-2.86 -0.10 -0.95
1.63 -0.49 2.18
-2.19 0.42 -0.35
0.87 -0.08 0.07
0.12 -0.31 0.29
1.80 0.10 -3.00

Output
Structure (SMILES) ... COC(=O)OC1=CCN(C)N1C(F)F
Relative energy (zero: lowest compared OMol25 entry of this formula, charge and spin) ... 68.1 kcal/mol
M ... 208.16 g mol⁻¹
E ... -807.56787 Ha
Orbital gap ... 10.25 eV

ORCA calculation (ωB97M-V with the def2-TZVPD basis set) on a gas-phase ion, C7H10F3N2O2S (charge +1) at a distorted geometry.

Last column: natural (NBO) charge in e.
Atoms and positions in Å:
C1 -2.688 -0.214 0.672  -0.64
C2 -1.632 -0.039 1.719  -0.05
O1 -0.474 -0.920 1.432  -0.50
C3 0.336 -0.756 0.455  0.50
C4 1.393 -1.915 0.601  -0.34
S1 1.741 -3.076 -0.455  0.22
O2 -0.138 -1.003 -0.888  -0.43
C5 -0.106 0.052 -1.605  0.83
N1 -0.379 0.057 -2.897  -0.74
N2 0.286 1.211 -0.993  -0.58
C6 0.849 0.832 0.257  -0.19
C7 2.360 0.959 0.357  0.97
F1 2.699 0.559 1.549  -0.29
F2 3.029 0.248 -0.565  -0.31
F3 2.734 2.240 0.180  -0.31
H1 -2.775 -1.185 0.336  0.24
H2 -3.525 0.422 0.955  0.25
H3 -2.352 0.347 -0.195  0.18
H4 -1.895 -0.401 2.739  0.23
H5 -1.224 0.929 1.778  0.17
H6 1.779 -1.948 1.616  0.22
H7 -0.308 1.059 -3.248  0.43
H8 -0.560 -0.742 -3.472  0.46
H9 0.413 2.038 -1.475  0.43
H10 0.438 1.246 1.150  0.24

Cartesian forces (eV/Å) of the 6 atoms listed first:
0.97 3.42 0.10
0.55 -2.33 0.82
-2.21 -0.48 1.78
3.97 0.86 -1.73
0.01 -0.01 0.25
-0.21 0.87 0.46

Output
Structure (SMILES) ... CCO[C@@]1(C=S)OC(=[NH2+])N[C@@H]1C(F)(F)F
Total charge ... +1
Relative energy (zero: lowest compared OMol25 entry of this formula, charge and spin) ... 0.0 kcal/mol
M ... 243.23 g mol⁻¹
E ... -1230.22669 Ha
Orbital gap ... 8.51 eV